(1)
The following is a quantum chemistry calculation of a single C4H6OS2 molecule at a distorted geometry, from the OMol25 dataset.

Values from the calculation:
2S+1: 1
E: -27960.0277 eV
SMILES: OC1[C@@H]2SCS[C@@H]12
maximum force: 0.0476 hartree/bohr
gap between HOMO and LUMO: 9.216 eV

Last column: Löwdin charge in e.
Atoms and positions in Å:
O: 2.059 -1.568 1.009  -0.019
C: 0.716 -1.126 1.003  -0.274
C: -0.257 -0.828 -0.199  -0.537
S: -0.501 -0.001 -1.803  0.822
C: -1.182 1.487 -0.961  -0.763
S: -0.851 1.530 0.807  0.851
C: 0.341 0.224 0.618  -0.664
H: 2.485 -1.349 0.119  0.139
H: 0.221 -1.768 1.710  0.143
H: -1.266 -1.065 0.231  0.106
H: -0.688 2.338 -1.445  0.028
H: -2.294 1.473 -1.140  0.049
H: 1.216 0.653 0.052  0.119

(2)
The following is a quantum chemistry calculation of a single C4H7NO2 molecule at a distorted geometry, from the OMol25 dataset.

Values from the calculation:
2S+1: 1
E: -9843.0909 eV
maximum force: 0.0288 hartree/bohr
gap between HOMO and LUMO (alpha / beta): 9.067 / 9.066 eV

Last column: Löwdin charge in e.
Atoms and positions in Å:
O: -2.253 -0.179 -0.187  0.008
C: -0.875 -0.137 0.012  -0.473
C: -0.129 -1.278 -0.596  0.150
N: 1.181 0.229 -0.569  0.013
C: -0.044 1.032 -0.466  -0.170
C: 1.955 0.276 0.584  -0.366
O: 1.669 0.870 1.605  0.023
H: -2.637 0.317 0.543  0.102
H: -0.624 -0.221 1.085  0.153
H: -0.423 -2.271 -0.170  0.113
H: 0.209 -1.343 -1.612  0.081
H: -0.069 1.846 0.270  0.121
H: -0.321 1.401 -1.452  0.121
H: 2.899 -0.289 0.471  0.123

(3)
The following is a quantum chemistry calculation of a single C5H9F2O4P molecule at a distorted geometry, from the OMol25 dataset.

Values from the calculation:
2S+1: 1
E: -28244.6860 eV
SMILES: COP(=O)(OC)C(F)(F)C(C)=O
maximum force: 0.0747 hartree/bohr
gap between HOMO and LUMO: 10.083 eV

Last column: Löwdin charge in e.
Atoms and positions in Å:
C: -2.331 -0.299 -0.627  -0.039
O: -0.891 0.034 -0.678  -0.271
P: -0.328 1.069 0.346  0.612
O: -1.242 2.190 0.688  -0.250
O: 0.040 0.165 1.607  -0.226
C: -0.267 0.617 2.861  -0.146
C: 1.575 1.368 -0.568  -0.390
F: 2.456 0.577 -0.011  0.099
F: 2.008 2.679 -0.410  0.059
C: 1.244 0.948 -2.037  -0.358
C: 1.977 -0.299 -2.504  0.010
O: 0.287 1.385 -2.656  0.089
H: -2.519 -0.989 0.215  0.094
H: -2.513 -0.637 -1.666  0.100
H: -2.994 0.591 -0.440  0.098
H: -1.272 0.789 2.928  0.054
H: 0.202 1.559 3.032  0.084
H: 0.061 -0.086 3.672  0.117
H: 2.601 -0.122 -3.409  0.106
H: 2.531 -0.644 -1.660  0.064
H: 1.233 -0.960 -2.942  0.094

(4)
The following is a quantum chemistry calculation of C17H12Cl4IrO9 as an isolated structure, from the OMol25 dataset.

Values from the calculation:
charge: -1
2S+1: 1
E: -89183.2503 eV
maximum force: 0.0114 hartree/bohr
gap between HOMO and LUMO: 7.757 eV

Last column: Löwdin charge in e.
Atoms and positions in Å:
Ir: -0.403 -0.253 0.185  1.538
O: -0.939 1.285 3.948  0.069
C: -0.675 1.184 2.766  -0.580
O: -0.596 0.043 2.146  -0.126
C: -0.278 2.422 1.962  -0.096
C: 1.080 2.146 1.302  -0.226
C: 1.740 3.437 0.831  -0.085
C: 0.863 3.809 -0.392  -0.084
C: -0.142 2.661 -0.419  -0.233
O: 0.681 1.554 0.036  -0.211
C: -1.160 2.781 0.719  -0.097
C: -2.372 1.861 0.476  -0.583
O: -3.480 2.225 0.815  0.076
O: -2.116 0.770 -0.188  -0.150
H: -0.228 3.250 2.665  0.152
H: 1.716 1.442 1.831  0.170
H: 1.731 4.193 1.615  0.117
H: 2.772 3.254 0.536  0.115
H: 0.361 4.770 -0.285  0.116
H: 1.450 3.823 -1.309  0.116
H: -0.561 2.409 -1.388  0.167
H: -1.552 3.792 0.808  0.151
Cl: 4.934 -5.338 -1.662  0.601
C: 3.829 -4.143 -1.020  -0.685
C: 3.383 -4.247 0.301  -0.113
C: 2.515 -3.312 0.794  -0.005
C: 2.030 -2.208 0.026  -0.327
O: 1.196 -1.443 0.647  -0.185
C: 2.520 -2.116 -1.309  -0.117
C: 2.261 -1.046 -2.272  -0.242
O: 1.697 0.007 -2.101  0.022
C: 3.400 -3.104 -1.794  -0.092
H: 3.714 -5.071 0.919  0.100
H: 2.137 -3.386 1.805  0.118
H: 2.739 -1.244 -3.257  0.115
H: 3.755 -3.016 -2.815  0.102
Cl: -1.821 -4.676 -1.170  0.617
C: -2.370 -3.109 -1.791  -1.509
Cl: -2.191 -3.073 -3.544  0.619
Cl: -4.062 -2.840 -1.354  0.630
C: -1.523 -2.005 -1.133  -0.809
O: -1.510 -1.955 0.130  -0.100
O: -0.868 -1.193 -1.808  -0.055

(5)
The following is a quantum chemistry calculation of C12H30BrN2O4Sr as an isolated structure at a distorted geometry, from the OMol25 dataset.

Values from the calculation:
charge: +1
2S+1: 1
E: -94975.9656 eV
maximum force: 0.0303 hartree/bohr
gap between HOMO and LUMO: 8.364 eV

Last column: Löwdin charge in e.
Atoms and positions in Å:
Sr: 0.615 -0.430 -0.117  1.268
Br: 1.102 1.668 -2.118  -0.251
C: -2.795 -1.217 1.050  -0.079
O: -2.008 -0.640 0.031  -0.335
C: -2.516 -0.901 -1.289  -0.192
C: -1.780 -2.096 -1.859  -0.173
N: -0.365 -1.698 -2.123  -0.168
C: 0.524 -2.882 -2.166  -0.194
C: 1.968 -2.430 -2.320  -0.218
O: 2.455 -1.900 -1.092  -0.340
C: 3.878 -1.987 -1.028  -0.063
H: -3.724 -0.657 1.202  0.100
H: -2.229 -1.176 1.981  0.094
H: -3.039 -2.262 0.834  0.101
H: -2.420 -0.001 -1.895  0.132
H: -3.583 -1.137 -1.205  0.135
H: -2.272 -2.361 -2.802  0.138
H: -1.838 -2.947 -1.182  0.124
H: -0.368 -1.317 -3.064  0.118
H: 0.271 -3.516 -3.025  0.137
H: 0.395 -3.493 -1.270  0.129
H: 2.057 -1.709 -3.138  0.137
H: 2.531 -3.326 -2.609  0.134
H: 4.334 -1.405 -1.833  0.111
H: 4.196 -3.028 -1.110  0.102
H: 4.193 -1.588 -0.068  0.087
C: 3.781 1.216 0.791  -0.082
O: 2.512 0.740 1.236  -0.333
C: 2.082 1.453 2.396  -0.213
C: 0.693 1.019 2.789  -0.198
N: -0.291 1.185 1.704  -0.155
C: -0.472 2.604 1.314  -0.192
C: -1.699 2.719 0.456  -0.224
O: -2.788 2.200 1.200  -0.199
C: -3.995 2.227 0.479  -0.097
H: 3.763 2.297 0.638  0.104
H: 3.997 0.769 -0.176  0.075
H: 4.575 0.947 1.492  0.104
H: 2.120 2.528 2.195  0.130
H: 2.773 1.246 3.219  0.140
H: 0.392 1.513 3.719  0.137
H: 0.752 -0.046 3.061  0.124
H: -1.184 0.973 2.148  0.101
H: 0.383 2.961 0.736  0.102
H: -0.570 3.260 2.189  0.139
H: -1.552 2.163 -0.480  0.088
H: -1.863 3.774 0.214  0.139
H: -4.218 3.233 0.110  0.098
H: -4.801 1.931 1.150  0.095
H: -3.973 1.526 -0.365  0.081

(6)
The following is a quantum chemistry calculation of C6H10MgO10 as an isolated structure at a distorted geometry, from the OMol25 dataset.

Values from the calculation:
charge: -2
2S+1: 1
E: -32296.9922 eV
maximum force: 0.1647 hartree/bohr
gap between HOMO and LUMO: 2.841 eV

Last column: Löwdin charge in e.
Atoms and positions in Å:
Mg: 0.420 0.153 1.398  1.172
C: -4.225 -0.524 -3.169  -0.101
C: -3.247 -1.523 -2.583  -0.625
C: -2.161 -1.803 -3.626  -0.093
O: -2.787 -1.243 -1.273  -0.213
H: -5.032 -0.186 -2.519  0.070
H: -4.562 -0.789 -4.172  0.060
H: -3.690 0.378 -3.466  0.067
H: -3.704 -2.502 -2.721  0.108
H: -1.657 -0.839 -3.562  0.072
H: -2.620 -1.930 -4.607  0.063
H: -1.394 -2.572 -3.532  0.073
O: -0.691 5.742 0.237  0.103
C: -0.406 4.497 0.516  -0.964
O: -0.704 3.985 1.583  -0.017
O: 0.215 3.753 -0.223  -0.046
H: -0.379 5.968 -0.642  0.105
O: 2.030 -0.505 7.490  0.067
C: 1.939 -0.311 6.164  -0.833
O: 1.230 -1.000 5.342  -0.098
O: 2.656 0.563 5.617  -0.069
H: 2.569 0.261 7.701  0.090
O: 6.248 -1.804 0.481  0.078
C: 5.169 -2.109 -0.219  -0.923
O: 5.153 -2.761 -1.263  -0.032
O: 4.220 -1.470 0.277  -0.034
H: 5.412 -1.429 0.770  -0.078

(7)
The following is a quantum chemistry calculation of a 2-piece molecular cluster, C3H9S2 overall at a distorted geometry, from the OMol25 dataset.

Values from the calculation:
charge: -1
2S+1: 1
E: -24927.7327 eV
maximum force: 0.0276 hartree/bohr
gap between HOMO and LUMO: 5.336 eV

Last column: Löwdin charge in e.
Atoms and positions in Å:
C: -1.847 -0.280 -0.651  -0.771
S: -2.378 -0.407 1.081  -0.039
H: -1.057 0.471 -0.741  -0.054
H: -1.602 -1.229 -1.126  -0.010
H: -2.645 0.209 -1.229  -0.022
C: 1.577 1.702 -0.167  -0.457
S: 1.767 0.054 -0.868  0.694
C: 1.270 -0.930 0.559  -0.434
H: 2.341 2.048 0.523  0.027
H: 0.575 1.733 0.266  0.025
H: 1.486 2.392 -1.009  0.021
H: 1.920 -1.762 0.741  0.010
H: 1.212 -0.338 1.457  0.031
H: 0.276 -1.337 0.381  -0.021

(8)
The following is a quantum chemistry calculation of a 3-piece molecular cluster, C4H11NO overall at a distorted geometry, from the OMol25 dataset.

Values from the calculation:
2S+1: 1
E: -7857.7011 eV
maximum force: 0.0331 hartree/bohr
gap between HOMO and LUMO (alpha / beta): 9.279 / 7.252 eV

Last column: Löwdin charge in e.
Atoms and positions in Å:
C: 0.085 0.733 -0.393  -0.309
C: -1.940 0.379 -0.634  -0.113
C: 2.702 -0.422 0.676  -0.177
C: -2.442 -0.604 0.376  -0.151
N: 2.029 0.259 -0.395  -0.007
O: 0.079 -0.443 -0.898  -0.113
H: 2.623 0.381 -1.215  0.077
H: 0.173 1.630 -1.014  0.099
H: 0.035 0.906 0.688  0.102
H: -2.127 1.428 -0.408  0.075
H: -2.110 0.143 -1.677  0.076
H: 3.469 0.207 1.157  0.080
H: 3.201 -1.346 0.356  0.073
H: 1.971 -0.683 1.450  0.073
H: -3.532 -0.527 0.477  0.073
H: -2.017 -0.414 1.365  0.071
H: -2.198 -1.626 0.091  0.071